Density functional theory data (ωB97M-V/def2-TZVPD) for C7H13IrNOP as an isolated structure at a distorted geometry.

```
24
Properties=species:S:1:pos:R:3:forces:R:3
C 1.3078 -0.7630 -1.7314 0.292 0.638 -1.013
C 0.9125 -2.1016 -2.1957 -0.973 0.252 -0.666
C -0.4038 -2.0571 -2.7075 0.262 0.084 0.170
C -0.9726 -0.7782 -2.5145 0.720 -0.925 -0.152
C 0.0249 0.1256 -1.9249 1.051 0.447 -0.940
Ir 0.7184 0.1334 -0.0422 -0.026 0.343 -0.027
P 2.0531 1.8885 -0.1606 0.021 0.572 0.684
H 2.2930 -0.3430 -1.9600 -0.179 -0.631 -0.618
H 1.5915 -2.9480 -2.1507 -0.307 0.053 -0.132
H -0.9046 -2.8951 -3.2082 0.137 0.328 0.494
H 0.1382 1.1410 -2.3164 -0.246 -0.382 -0.496
H -1.9692 -0.4493 -2.7747 0.023 -0.190 -0.067
H 1.6991 2.9108 -1.1194 0.732 -0.240 0.375
H 3.4539 1.6507 -0.3809 -0.356 0.562 -0.270
H 2.1311 2.6172 1.0680 0.256 0.141 -0.600
C -1.6406 -0.5993 3.3718 -0.101 -0.148 0.295
C -0.9432 0.1315 2.2815 1.392 -0.623 -0.513
N -1.2593 1.3989 2.0333 -0.375 0.286 0.547
O -0.0307 -0.4957 1.6210 -2.735 0.158 3.583
H -1.8463 0.0467 4.2350 0.065 -0.147 -0.211
H -0.9883 -1.4239 3.6723 -0.296 0.099 0.000
H -2.6004 -0.9936 3.0085 0.252 0.018 0.049
H -0.8338 1.9264 1.2679 0.167 -0.385 -0.191
H -1.9306 1.8772 2.6277 0.222 -0.310 -0.302
```
Positions in Å, forces in eV/Å.

Output
Multiplicity: 5
Charge: 0
Energy: -23128.0173 eV
Orbital gap (spin up / spin down): 4.158 / 7.308 eV
LUMO (spin up / spin down): 0.389 / -0.452 eV

The computed Löwdin charges, all in e, follow:
1 C -0.45
2 C -0.11
3 C -0.13
4 C -0.11
5 C -0.45
6 Ir 0.98
7 P 0.45
8 H 0.05
9 H 0.09
10 H 0.09
11 H 0.05
12 H 0.09
13 H -0.10
14 H -0.11
15 H -0.12
16 C 0.00
17 C -0.53
18 N 0.16
19 O -0.29
20 H 0.09
21 H 0.09
22 H 0.10
23 H 0.06
24 H 0.12

***

Density functional theory data (ωB97M-V/def2-TZVPD) for one molecule with the formula C7H13N at a distorted geometry.

```
21
Properties=species:S:1:pos:R:3:forces:R:3
C -1.9675 -1.1987 -1.3562 -1.777 1.397 -1.853
C -0.5961 -0.6508 -1.1789 -0.505 1.616 4.668
C -0.3949 -0.1145 0.5406 -1.987 -2.392 -1.834
C 0.7013 0.8522 0.7126 2.557 -1.780 1.217
C 1.9865 -0.0714 0.8446 0.053 1.040 0.459
C 0.7907 1.9110 -0.2973 -1.441 1.623 -1.896
C -0.7839 -1.0027 1.6568 -1.028 5.320 -4.367
N -1.6349 -0.0777 1.4773 0.997 -0.666 -0.181
H -2.0902 -2.1605 -0.8931 -0.353 -0.256 0.444
H -2.2477 -1.3258 -2.4637 0.629 0.014 1.391
H -2.7260 -0.4076 -1.0113 0.931 -1.457 -0.064
H -0.4521 0.2808 -1.6783 0.321 0.223 -0.742
H 0.1933 -1.3489 -1.2425 0.864 -0.663 -0.662
H 0.6463 1.2456 1.7133 -0.524 0.716 0.385
H 2.0681 -0.6020 -0.1276 0.104 -0.474 1.073
H 1.7959 -0.6071 1.8214 0.431 -0.375 -1.557
H 2.9682 0.4434 1.0241 -0.971 0.035 -0.359
H 1.2785 1.6683 -1.2889 -0.776 -0.218 1.031
H 1.3731 2.7527 0.0596 -0.078 0.270 0.213
H -0.3117 2.2429 -0.4615 1.942 -0.064 -0.156
H -0.5968 -1.8292 2.1489 0.610 -3.910 2.790
```
Positions in Å, forces in eV/Å.

Output
Energy above the lowest of the compared OMol25 structures with the same formula, charge and spin: 353.5 kJ/mol
Charge: 0
Energy: -8956.2685 eV
SMILES: CC[C@]1(C(C)C)C=N1
Orbital gap: 10.424 eV
LUMO: 1.039 eV

The computed Löwdin charges, all in e, follow:
1 C -0.15
2 C -0.14
3 C -0.33
4 C -0.45
5 C -0.06
6 C -0.10
7 C -0.06
8 N 0.19
9 H 0.06
10 H 0.09
11 H 0.10
12 H 0.06
13 H 0.07
14 H 0.13
15 H 0.08
16 H 0.08
17 H 0.08
18 H 0.10
19 H 0.07
20 H 0.12
21 H 0.06

***

Density functional theory data (ωB97M-V/def2-TZVPD) for one molecule with the formula C7H13N at a distorted geometry.

```
21
Properties=species:S:1:pos:R:3:forces:R:3
C 2.2916 -0.5325 0.6557 -2.614 0.683 1.220
C 1.6867 -0.2523 -0.6717 1.535 0.025 -1.764
C 0.2548 0.0334 -0.8213 -1.206 0.974 -0.864
C -0.1337 1.5224 -0.2317 0.126 -2.549 0.216
C -1.4462 1.1860 0.5097 -3.159 1.046 -1.598
N -1.9581 0.0374 -0.3584 1.144 -0.572 1.622
C -2.1783 -1.4115 -0.0315 0.387 1.548 -1.332
C -0.7619 -0.8024 -0.0733 -0.879 -0.642 -0.431
H 2.1613 -1.5218 1.0158 -0.233 -1.163 0.073
H 1.7247 0.0831 1.3720 0.559 0.057 0.247
H 3.2985 -0.3121 0.7190 2.078 0.616 0.032
H 1.8041 -1.0758 -1.3259 0.770 -1.245 -0.689
H 2.2775 0.5412 -1.1681 -0.380 -0.044 0.203
H -0.0751 -0.0304 -1.8752 0.637 0.467 0.324
H 0.6384 1.8986 0.4449 -0.012 0.007 -0.183
H -0.2380 2.1644 -1.1072 -0.316 0.192 0.418
H -1.5149 0.9277 1.5597 0.879 -0.043 0.320
H -2.1583 2.0197 0.3761 0.179 -0.112 0.160
H -2.6357 -2.0463 -0.8090 0.347 0.821 -0.020
H -2.6875 -1.5676 0.9032 0.665 -0.506 0.844
H -0.3498 -0.8613 0.9173 -0.507 0.439 1.202
```
Positions in Å, forces in eV/Å.

Output
Energy above the lowest of the compared OMol25 structures with the same formula, charge and spin: 418.9 kJ/mol
Charge: 0
Energy: -8955.5908 eV
SMILES: CC[C@@H]1CCN2C[C@@H]12
Orbital gap: 9.817 eV
LUMO: 1.164 eV

The computed Löwdin charges, all in e, follow:
1 C -0.09
2 C -0.27
3 C -0.29
4 C -0.08
5 C -0.19
6 N -0.06
7 C -0.03
8 C -0.25
9 H 0.07
10 H 0.08
11 H 0.05
12 H 0.10
13 H 0.13
14 H 0.14
15 H 0.10
16 H 0.11
17 H 0.11
18 H 0.10
19 H 0.10
20 H 0.09
21 H 0.11

***

Density functional theory data (ωB97M-V/def2-TZVPD) for C7H13N as an isolated structure at a distorted geometry.

```
21
Properties=species:S:1:pos:R:3:forces:R:3
C -1.9736 -0.0396 0.1273 0.333 0.879 0.728
C -1.0019 -1.2409 -0.3730 -1.720 0.221 0.950
C 0.4096 -1.1133 0.2050 2.331 -8.042 -0.081
C 1.7981 -0.4743 -0.3717 0.692 -3.154 1.635
C 1.5781 0.9904 0.0561 2.686 4.103 -3.679
C 0.1555 0.7731 0.0859 -1.455 3.075 2.620
C -1.1356 1.4193 -0.0870 -3.373 0.706 -2.275
H -3.0318 -0.1574 -0.3929 2.192 0.527 1.346
H -1.9358 -0.0073 1.4535 -0.803 -0.627 -4.462
H -1.5296 -2.0844 0.0601 0.392 -0.576 -0.010
H -0.9323 -1.4100 -1.4134 -0.525 0.163 -1.465
H 0.7037 -2.1911 0.6550 -0.351 1.579 -1.131
H 2.4980 -1.1451 0.1864 0.044 1.145 -0.032
H 1.9763 -0.8114 -1.3643 0.190 0.877 -1.388
H 1.7082 1.7134 -0.8035 0.396 -0.922 0.066
H 2.1105 1.6508 0.7834 -0.277 -1.599 0.453
H 0.1221 0.3458 -0.8720 -0.521 -0.647 -1.125
H -1.7126 2.0491 0.6150 1.091 0.335 -0.272
H -1.0994 1.9542 -1.2821 -0.587 -1.599 3.554
H 1.1114 0.0465 1.5338 -1.086 -1.074 1.330
N 0.1813 -0.2679 1.1984 0.352 4.630 3.239
```
Positions in Å, forces in eV/Å.

Output
Energy above the lowest of the compared OMol25 structures with the same formula, charge and spin: 756.0 kJ/mol
Charge: 0
Energy: -8952.0979 eV
Orbital gap: 9.767 eV
LUMO: 1.044 eV

The computed Löwdin charges, all in e, follow:
1 C -0.13
2 C -0.16
3 C -0.47
4 C -0.08
5 C -0.16
6 C -0.50
7 C -0.12
8 H 0.12
9 H 0.19
10 H 0.10
11 H 0.10
12 H 0.16
13 H 0.11
14 H 0.10
15 H 0.13
16 H 0.13
17 H 0.09
18 H 0.08
19 H 0.18
20 H 0.12
21 N 0.01

***

charge of number 2 (C7H13N)?
0

***

energy of number 3 (C7H13N)?
-8955.5908 eV

***

Number 3 is which compound?
C7H13N